1:
{
  "formula": "C9H14",
  "method": "ωB97M-V/def2-TZVPD",
  "smiles": "Cc1ccccc1.CC",
  "e_lumo_ev": 1.03,
  "total_charge": 0,
  "gap_ev": 9.9796,
  "homo_ev": -8.95,
  "symbols": ["C", "C", "C", "C", "C", "C", "C", "C", "C", "H", "H", "H", "H", "H", "H", "H", "H", "H", "H", "H", "H", "H", "H"],
  "xyz": [[0.06, 1.73, -0.12], [-0.97, 1.15, 0.60], [-0.36, -3.62, -0.87], [-0.41, -2.13, -1.21], [-0.71, 0.78, 1.92], [1.22, 2.15, 0.55], [1.43, 1.84, 1.89], [0.44, 1.17, 2.58], [0.10, 1.75, -1.63], [0.21, 0.74, -2.02], [0.02, -1.58, -0.38], [1.86, 2.86, 0.03], [0.86, 2.40, -2.04], [-1.49, 0.30, 2.50], [-0.83, 2.16, -2.03], [-1.42, -1.74, -1.35], [-1.11, -3.86, -0.13], [0.52, 0.82, 3.60], [-0.64, -4.20, -1.75], [0.16, -1.92, -2.11], [-1.97, 1.02, 0.24], [0.63, -3.93, -0.54], [2.41, 2.11, 2.26]]
}

---

2:
{
  "formula": "C9H14",
  "method": "ωB97M-V/def2-TZVPD",
  "smiles": "Cc1ccccc1.CC",
  "e_lumo_ev": 1.01,
  "total_charge": 0,
  "gap_ev": 10.1218,
  "homo_ev": -9.11,
  "symbols": ["C", "C", "C", "C", "C", "C", "C", "C", "C", "H", "H", "H", "H", "H", "H", "H", "H", "H", "H", "H", "H", "H", "H"],
  "xyz": [[-1.95, -0.25, -0.05], [-1.75, 1.13, -0.07], [1.48, -0.66, -2.56], [-0.25, 0.94, 1.82], [-1.25, -1.07, 0.90], [1.22, 0.84, -2.27], [0.49, -1.34, 2.74], [-0.34, -0.46, 1.84], [-1.00, 1.67, 0.90], [-2.32, 1.67, -0.81], [-0.02, -1.34, 3.68], [0.20, 1.40, 2.64], [-2.79, -0.74, -0.66], [0.53, 1.00, -1.53], [2.15, -0.85, -3.41], [-1.36, -2.08, 0.63], [0.51, -1.16, -2.63], [-0.89, 2.85, 0.79], [0.70, -2.22, 2.20], [2.24, -1.07, -1.75], [0.78, 1.27, -3.16], [2.16, 1.33, -2.22], [1.47, -0.86, 2.99]]
}

---

3:
{
  "formula": "C9H14",
  "method": "ωB97M-V/def2-TZVPD",
  "smiles": "Cc1ccccc1.CC",
  "e_lumo_ev": 1.03,
  "total_charge": 0,
  "gap_ev": 9.9958,
  "homo_ev": -8.97,
  "symbols": ["C", "C", "C", "C", "C", "C", "C", "C", "C", "H", "H", "H", "H", "H", "H", "H", "H", "H", "H", "H", "H", "H", "H"],
  "xyz": [[1.49, 1.52, 1.50], [-2.42, -2.84, -2.18], [-0.65, 0.66, 2.12], [1.43, 0.82, 0.31], [-0.83, 0.11, 0.84], [2.44, 1.03, -0.77], [0.25, 0.15, -0.03], [-1.57, -1.66, -2.64], [0.53, 1.26, 2.49], [-2.09, -3.78, -2.62], [-1.95, -1.37, -3.62], [0.12, -0.20, -1.04], [3.19, 0.23, -0.85], [0.74, 1.58, 3.50], [-1.27, 0.23, 2.91], [-2.47, -2.99, -1.12], [-1.80, -0.75, -2.08], [-1.79, -0.26, 0.54], [3.11, 1.88, -0.60], [2.43, 2.00, 1.70], [-0.49, -1.77, -2.63], [-3.46, -2.67, -2.47], [2.06, 1.14, -1.76]]
}

---

Which of them is most stable? Easy: 1.

---

1:
{
  "formula": "C9H14",
  "method": "ωB97M-V/def2-TZVPD",
  "smiles": "Cc1ccccc1.CC",
  "e_lumo_ev": 1.05,
  "total_charge": 0,
  "gap_ev": 10.0748,
  "homo_ev": -9.03,
  "symbols": ["C", "C", "C", "C", "C", "C", "C", "C", "C", "H", "H", "H", "H", "H", "H", "H", "H", "H", "H", "H", "H", "H", "H"],
  "xyz": [[-0.30, -2.21, -1.56], [0.97, -1.90, -2.06], [1.90, -1.24, -1.29], [-0.65, -1.82, -0.29], [1.57, -0.99, 0.05], [-0.09, -0.83, 1.94], [0.30, -1.19, 0.53], [-0.29, 2.37, -0.16], [-1.50, 2.82, 0.66], [-1.22, 3.03, 1.69], [-1.86, 3.79, 0.29], [-0.10, 2.83, -1.13], [-2.38, 2.20, 0.53], [-0.37, 1.29, -0.36], [1.13, -2.12, -3.11], [2.39, -0.64, 0.68], [-1.03, -2.65, -2.22], [0.78, -0.85, 2.58], [-1.56, -2.11, 0.21], [0.65, 2.46, 0.40], [2.88, -1.00, -1.66], [-0.35, 0.23, 1.97], [-0.88, -1.46, 2.31]]
}

---

2:
{
  "formula": "C9H14",
  "method": "ωB97M-V/def2-TZVPD",
  "smiles": "Cc1ccccc1.CC",
  "e_lumo_ev": 1.02,
  "total_charge": 0,
  "gap_ev": 10.0204,
  "homo_ev": -9.00,
  "symbols": ["C", "C", "C", "C", "C", "C", "C", "C", "C", "H", "H", "H", "H", "H", "H", "H", "H", "H", "H", "H", "H", "H", "H"],
  "xyz": [[-1.41, -1.55, -0.86], [-1.66, -1.71, 0.50], [2.67, -0.47, -1.03], [-0.78, 0.85, -0.38], [-1.05, -0.20, -1.22], [-1.46, -0.63, 1.37], [-1.05, 0.60, 0.99], [3.60, 0.87, -1.12], [-0.61, 1.66, 1.96], [-1.28, 1.59, 2.85], [3.81, 1.19, -2.12], [-1.82, -0.70, 2.26], [4.58, 0.61, -0.73], [-1.70, -2.27, -1.60], [1.68, -0.29, -1.47], [-1.14, -0.04, -2.26], [0.46, 1.57, 2.17], [-0.76, 2.57, 1.48], [3.23, 1.89, -0.68], [2.55, -0.64, 0.05], [-0.42, 1.89, -0.63], [-1.75, -2.62, 1.07], [3.02, -1.27, -1.64]]
}

---

3:
{
  "formula": "C9H14",
  "method": "ωB97M-V/def2-TZVPD",
  "smiles": "Cc1ccccc1.CC",
  "e_lumo_ev": 1.05,
  "total_charge": 0,
  "gap_ev": 10.1302,
  "homo_ev": -9.08,
  "symbols": ["C", "C", "C", "C", "C", "C", "C", "C", "C", "H", "H", "H", "H", "H", "H", "H", "H", "H", "H", "H", "H", "H", "H"],
  "xyz": [[-0.57, 1.01, -0.19], [3.44, 0.72, 1.77], [2.40, 1.85, 1.83], [-1.71, -1.11, 0.14], [-1.58, -0.17, -2.05], [-1.94, -1.22, -1.23], [-0.94, 0.95, -1.52], [-0.97, -0.05, 0.63], [-2.56, -2.47, -1.78], [2.33, 2.26, 2.83], [-0.71, -0.06, 1.68], [-3.62, -2.37, -2.03], [3.54, 0.21, 2.73], [3.16, 0.03, 0.98], [-1.89, -1.96, 0.78], [-2.07, -2.79, -2.71], [4.45, 1.05, 1.48], [-1.64, -0.27, -3.13], [1.43, 1.39, 1.64], [-0.04, 1.85, 0.23], [-0.69, 1.81, -2.14], [2.62, 2.66, 1.14], [-2.47, -3.31, -1.10]]
}

---

4:
{
  "formula": "C9H14",
  "method": "ωB97M-V/def2-TZVPD",
  "smiles": "Cc1ccccc1.CC",
  "e_lumo_ev": 1.00,
  "total_charge": 0,
  "gap_ev": 9.9185,
  "homo_ev": -8.92,
  "symbols": ["C", "C", "C", "C", "C", "C", "C", "C", "C", "H", "H", "H", "H", "H", "H", "H", "H", "H", "H", "H", "H", "H", "H"],
  "xyz": [[-1.45, -1.09, -3.13], [1.84, -0.86, 0.72], [0.57, 1.52, 1.52], [-0.12, 2.75, 2.09], [0.55, -0.86, 1.21], [-0.13, 0.31, 1.50], [1.93, 1.47, 1.29], [2.60, 0.30, 0.91], [-2.00, -2.18, -2.24], [2.60, 2.29, 1.50], [-2.19, -0.32, -3.25], [-1.01, 2.42, 2.64], [2.36, -1.65, 0.21], [-1.22, 0.32, 1.75], [-0.59, -0.57, -2.69], [3.69, 0.33, 0.86], [-1.06, -1.52, -4.07], [0.48, 3.47, 2.65], [-0.49, 3.26, 1.13], [0.08, -1.84, 1.22], [-1.57, -2.22, -1.22], [-1.79, -3.21, -2.51], [-3.10, -2.12, -2.10]]
}

---

Which of them is most stable? Easy: 3.

---

1:
{
  "formula": "C9H14",
  "method": "ωB97M-V/def2-TZVPD",
  "smiles": "Cc1ccccc1.CC",
  "e_lumo_ev": 1.03,
  "total_charge": 0,
  "gap_ev": 10.1412,
  "homo_ev": -9.11,
  "symbols": ["C", "C", "C", "C", "C", "C", "C", "C", "C", "H", "H", "H", "H", "H", "H", "H", "H", "H", "H", "H", "H", "H", "H"],
  "xyz": [[-0.23, -0.29, 2.16], [-2.45, -0.63, -2.89], [1.16, -1.66, 0.85], [0.53, 0.83, 1.84], [2.03, -0.61, 0.55], [2.47, 1.92, 0.77], [0.04, -1.55, 1.66], [1.65, 0.66, 1.03], [-2.16, 0.17, -1.61], [-3.28, -1.33, -2.88], [3.03, 2.27, 1.63], [-3.03, 0.07, -0.96], [-1.09, -0.18, 2.82], [-1.33, -0.33, -1.11], [-1.56, -1.07, -3.34], [1.75, 2.64, 0.38], [0.18, 1.78, 2.21], [3.11, 1.74, -0.10], [-1.95, 1.23, -1.73], [1.50, -2.64, 0.54], [2.83, -0.67, -0.17], [-0.48, -2.41, 2.03], [-2.74, 0.09, -3.67]]
}

---

2:
{
  "formula": "C9H14",
  "method": "ωB97M-V/def2-TZVPD",
  "smiles": "Cc1ccccc1.CC",
  "e_lumo_ev": 0.99,
  "total_charge": 0,
  "gap_ev": 10.0077,
  "homo_ev": -9.01,
  "symbols": ["C", "C", "C", "C", "C", "C", "C", "C", "C", "H", "H", "H", "H", "H", "H", "H", "H", "H", "H", "H", "H", "H", "H"],
  "xyz": [[-2.58, 2.21, -1.06], [2.66, -0.51, -1.11], [-1.58, 3.20, -0.42], [-0.69, -1.50, 1.32], [0.47, -1.06, 1.91], [0.22, -0.98, -0.79], [1.46, -0.77, -0.23], [-0.91, -1.43, -0.05], [1.57, -0.71, 1.17], [-1.53, -1.91, 1.89], [-1.01, 2.78, 0.40], [-2.14, 1.22, -1.06], [0.59, -1.06, 2.99], [-2.90, 2.54, -2.05], [3.55, -0.57, -0.48], [-0.95, 3.58, -1.22], [2.54, -0.50, 1.60], [0.14, -0.78, -1.86], [2.78, -1.16, -1.97], [-1.81, -1.74, -0.55], [2.64, 0.54, -1.44], [-2.07, 4.11, -0.07], [-3.44, 2.18, -0.39]]
}

---

Which of them is most stable? Easy: 2.

---

1:
{
  "formula": "C9H14",
  "method": "ωB97M-V/def2-TZVPD",
  "smiles": "Cc1ccccc1.CC",
  "e_lumo_ev": 0.99,
  "total_charge": 0,
  "gap_ev": 10.0332,
  "homo_ev": -9.04,
  "symbols": ["C", "C", "C", "C", "C", "C", "C", "C", "C", "H", "H", "H", "H", "H", "H", "H", "H", "H", "H", "H", "H", "H", "H"],
  "xyz": [[1.39, 0.97, -0.61], [0.30, -2.93, 3.27], [-0.19, -1.49, 3.25], [1.89, 1.91, -1.51], [-0.19, 1.87, -2.67], [-0.70, 0.90, -1.81], [0.11, 0.47, -0.76], [-2.09, 0.37, -2.03], [1.08, 2.39, -2.52], [2.08, 0.61, 0.14], [-0.33, -0.12, 0.04], [1.45, 3.15, -3.20], [-0.88, -1.30, 4.08], [-2.74, 1.19, -2.32], [0.73, -3.21, 2.30], [-2.08, -0.42, -2.81], [2.87, 2.35, -1.36], [-2.44, -0.20, -1.17], [0.63, -0.78, 3.41], [1.10, -3.04, 4.01], [-0.65, -1.23, 2.29], [-0.49, -3.64, 3.47], [-0.83, 2.19, -3.49]]
}

---

2:
{
  "formula": "C9H14",
  "method": "ωB97M-V/def2-TZVPD",
  "smiles": "Cc1ccccc1.CC",
  "e_lumo_ev": 1.01,
  "total_charge": 0,
  "gap_ev": 9.9340,
  "homo_ev": -8.92,
  "symbols": ["C", "C", "C", "C", "C", "C", "C", "C", "C", "H", "H", "H", "H", "H", "H", "H", "H", "H", "H", "H", "H", "H", "H"],
  "xyz": [[-0.87, 2.18, 0.67], [-1.27, -1.39, 0.79], [-1.24, -0.10, 0.47], [-0.73, -1.77, 2.04], [-0.12, 0.60, 2.56], [-0.11, -0.81, 2.81], [-0.78, 0.87, 1.37], [0.90, -0.02, -3.10], [1.91, -0.68, -2.14], [-1.14, 2.04, -0.30], [2.10, -1.64, -2.52], [0.44, 0.79, -2.82], [2.87, -0.21, -2.09], [1.47, -0.66, -1.08], [-1.78, -2.18, 0.18], [0.30, -1.07, 3.74], [0.15, -0.77, -3.53], [0.09, 2.85, 0.66], [1.51, 0.28, -3.89], [-1.47, 2.89, 1.15], [-1.76, 0.22, -0.39], [0.20, 1.40, 3.17], [-0.65, -2.82, 2.25]]
}

---

Which of them is most stable? Easy: 1.